2 unconnected molecules or ions with the total composition C9H14O at a distorted geometry. Source: the OMol25 dataset; level of theory: ωB97M-V/def2-TZVPD.

## Properties
* net charge: 0
* energy: -426.5376 Eh
* relative energy (zero: lowest compared OMol25 entry of this formula, charge and spin): 22.1 kcal per mole
* structure (SMILES): Cc1ccc(O)cc1.CC
* HOMO energy: -8.421 eV
* gap between HOMO and LUMO: 9.31 eV

Last columns: bonded neighbours and bond lengths (Å).
Positions of all 24 atoms, in Å:
1 C -2.5572 -1.5274 -0.7290  C2 1.498, H9 1.087, H10 1.093, H11 1.084
2 C -1.5640 -0.4066 -0.7318  C1 1.498, C3 1.429, C8 1.356
3 C -0.7663 -0.1914 0.4337  C2 1.429, C4 1.355, H12 1.093
4 C 0.0086 0.9134 0.5539  C3 1.355, C5 1.428, H13 1.086
5 C 0.0962 1.7558 -0.5957  C4 1.428, O6 1.401, C7 1.347
6 O 0.5921 3.0526 -0.4061  C5 1.401, H14 0.960
7 C -0.6630 1.5928 -1.6967  C5 1.347, C8 1.425, H15 1.090
8 C -1.5545 0.4828 -1.7560  C2 1.356, C7 1.425, H16 1.081
9 H -2.9351 -1.6910 -1.7349  C1 1.087
10 H -3.4857 -1.3665 -0.1746  C1 1.093
11 H -2.2882 -2.5192 -0.3846  C1 1.084
12 H -1.0094 -0.8182 1.2958  C3 1.093
13 H 0.5842 1.1686 1.4387  C4 1.086
14 H 1.1003 3.0477 0.4086  O6 0.960
15 H -0.7865 2.3070 -2.5108  C7 1.090
16 H -2.3091 0.4778 -2.5297  C8 1.081
17 C 2.5618 -1.5267 1.6686  C18 1.528, H19 1.098, H20 1.100, H21 1.105
18 C 2.7909 -2.9451 2.1879  C17 1.528, H22 1.083, H23 1.098, H24 1.106
19 H 2.1694 -0.9213 2.4967  C17 1.098
20 H 3.5468 -1.1461 1.3603  C17 1.100
21 H 1.9566 -1.4475 0.7477  C17 1.105
22 H 3.6282 -3.4633 1.7373  C18 1.083
23 H 1.8215 -3.4507 2.0847  C18 1.098
24 H 3.1057 -2.9843 3.2469  C18 1.106

A gas-phase ion, C5H11N6O2 (charge +1) at a distorted geometry. Source: the OMol25 dataset; level of theory: ωB97M-V/def2-TZVPD.

## Properties
* net charge: +1
* energy: -675.8447 Eh
* relative energy (zero: lowest compared OMol25 entry of this formula, charge and spin): 50.7 kcal per mole
* HOMO energy: -11.774 eV
* gap between HOMO and LUMO: 8.57 eV

Last columns: bonded neighbours and bond lengths (Å).
Positions of all 24 atoms, in Å:
1 C 2.1831 0.1471 -0.4246  N6 1.424, N8 1.298, O12 1.206
2 C -1.8969 -0.7190 -0.5557  N7 1.509, N9 1.362, O13 1.196
3 C 0.0911 1.5552 -0.8745  C4 1.476, N6 1.430, H14 1.100, H15 1.082
4 C -0.9948 1.5984 0.1250  C3 1.476, N7 1.296, N10 1.290
5 C 0.3142 -1.1260 0.3787  N8 1.467, N9 1.426, N11 1.645
6 N 1.3779 1.3147 -0.2983  C1 1.424, C3 1.430, H16 1.063
7 N -1.8747 0.6480 0.0832  C2 1.509, C4 1.296, H17 0.996
8 N 1.6795 -1.0163 -0.1467  C1 1.298, C5 1.467, H18 1.104
9 N -0.6796 -1.3258 -0.6246  C2 1.362, C5 1.426, H19 1.003
10 N -1.0951 2.5847 0.9506  C4 1.290, H20 0.986, H21 0.976
11 N 0.4700 -2.6001 1.0914  C5 1.645, H22 1.037, H23 1.115, H24 1.031
12 O 3.3407 0.4210 -0.6201  C1 1.206
13 O -3.0067 -1.0395 -0.8656  C2 1.196
14 H -0.2314 0.9768 -1.7533  C3 1.100
15 H 0.1665 2.5619 -1.2648  C3 1.082
16 H 2.0660 2.0956 -0.5167  N6 1.063
17 H -2.7078 0.7581 0.6184  N7 0.996
18 H 2.3471 -1.8507 -0.4245  N8 1.104
19 H -0.8240 -2.2742 -0.9166  N9 1.003
20 H -1.9083 2.7999 1.4655  N10 0.986
21 H -0.3946 3.2262 0.7272  N10 0.976
22 H 0.9147 -3.2711 0.4374  N11 1.037
23 H -0.4414 -3.0697 1.5304  N11 1.115
24 H 1.1046 -2.3951 1.8781  N11 1.031